Entry from OMol25: a molecular structure, C35H43Br3CdClN3O7 (the ωB97M-V functional and the def2-TZVPD basis).

E_HOMO = -1.85 eV
DFT total energy = -283007.94013 eV
Kohn-Sham gap = 0.205 Eh
Net charge = -2
Spin multiplicity = 1
LUMO level = 3.7 eV
F_max = 0.75 eV/A
Energy above the lowest of the compared OMol25 structures with the same formula, charge and spin = 13.1 kJ/mol

Last column: Mulliken charge in e.
Geometry (Å):
Cd  -0.68180  -0.49608  0.27024  4.648
C  7.00586  -0.02394  0.60460  -1.691
C  6.51095  1.42869  0.49970  2.186
C  7.12648  2.05078  -0.75510  -2.178
C  7.02349  2.21408  1.71560  -1.716
C  4.97876  1.44799  0.45422  -0.489
C  4.23680  0.99390  1.53882  0.029
C  2.85733  0.94102  1.46660  -0.170
Br  1.90568  0.49261  3.05598  -0.169
C  2.10333  1.27677  0.31777  0.343
O  0.81951  1.13937  0.25647  -0.965
C  2.86086  1.87822  -0.73586  -0.885
C  4.25026  1.90912  -0.64524  -0.192
C  2.13948  2.51724  -1.93705  2.827
C  3.11836  3.16966  -2.91467  -2.541
C  1.18727  3.62280  -1.44110  -1.724
C  1.34108  1.47014  -2.71925  -1.427
H  8.10215  -0.06274  0.63552  0.441
H  6.65874  -0.60488  -0.25305  0.372
H  6.61866  -0.50594  1.50601  0.334
H  8.21835  2.01651  -0.68172  0.442
H  6.82553  3.09534  -0.87284  0.387
H  6.83228  1.50800  -1.65669  0.391
H  8.11830  2.16576  1.77173  0.442
H  6.61953  1.81675  2.64980  0.301
H  6.72525  3.26412  1.64358  0.371
H  4.71576  0.67748  2.45968  0.366
H  4.79754  2.33606  -1.47289  0.426
H  3.70695  3.96172  -2.43888  0.439
H  2.54307  3.61763  -3.72982  0.478
H  3.80519  2.44238  -3.35718  0.415
H  1.75256  4.42980  -0.96089  0.373
H  0.46635  3.22453  -0.72750  0.132
H  0.63941  4.04429  -2.29272  0.433
H  1.98359  0.65439  -3.05750  0.249
H  0.87274  1.92950  -3.59822  0.542
H  0.55543  1.04171  -2.10641  -0.071
O  0.06192  -3.54488  -2.69413  -0.704
Cl  0.67999  -2.23911  -2.82671  1.777
O  2.02518  -2.36378  -3.34426  -0.728
O  -0.13417  -1.40357  -3.67898  -0.670
O  0.74737  -1.63278  -1.48406  -0.809
Br  -4.35323  2.54713  -2.27644  -0.254
C  -4.01981  2.52631  -0.40487  0.009
C  -4.80454  3.35659  0.40468  -0.392
C  -4.59851  3.41730  1.75290  0.011
Br  -5.71341  4.56097  2.80184  -0.318
C  -3.57570  2.64885  2.36015  0.504
C  -3.27101  2.64317  3.74144  -0.785
C  -2.27623  1.83745  4.21573  -1.172
C  -1.56242  1.02574  3.31301  -0.892
N  -1.80865  1.03287  2.03155  0.554
C  -2.79106  1.81299  1.53362  0.346
C  -2.99161  1.70241  0.08696  -0.408
O  -2.27932  0.93036  -0.62203  -0.539
H  -5.58659  3.94916  -0.04996  0.391
H  -3.83414  3.28230  4.40732  0.297
H  -2.02573  1.81683  5.26875  0.389
H  -0.78810  0.34417  3.65436  0.683
O  -2.19043  -2.27733  -0.84453  -0.945
C  -2.66902  -2.85229  -1.79435  -0.540
C  -3.09348  -4.28929  -1.68412  -1.069
C  -4.51361  -4.19223  -1.07901  -0.162
C  -5.48953  -3.19427  -1.75078  -1.126
C  -5.16720  -1.68953  -1.56535  0.157
C  -4.12546  -1.14047  -2.56472  -0.352
N  -3.15849  -2.19554  -2.89695  0.143
H  -2.42850  -4.83453  -1.01697  0.301
H  -3.10821  -4.77570  -2.66585  0.392
H  -4.39811  -3.90053  -0.03030  -0.038
H  -4.96590  -5.18609  -1.08595  0.462
H  -6.47793  -3.38586  -1.32525  0.453
H  -5.57425  -3.42716  -2.82176  0.310
H  -4.78168  -1.54184  -0.55405  -0.328
H  -6.08494  -1.10061  -1.63762  0.522
H  -3.60345  -0.28456  -2.14544  -0.396
H  -4.59738  -0.82431  -3.49470  0.533
H  -3.47767  -2.82771  -3.61044  0.397
C  -3.37484  -1.54254  2.13656  -0.688
C  -2.11602  -2.32135  2.39965  0.055
C  -1.95337  -3.41538  3.22775  -1.030
C  -0.61415  -3.86330  3.04438  -0.790
C  -0.02666  -3.00892  2.12846  -0.272
C  1.34865  -3.12394  1.53775  -1.069
N  -0.93926  -2.05132  1.74623  1.161
H  -3.64356  -0.87124  2.95858  0.382
H  -4.21945  -2.22211  1.97843  0.436
H  -3.28166  -0.93203  1.23703  -0.671
H  -2.71619  -3.85416  3.86013  0.439
H  -0.13774  -4.71512  3.51413  0.424
H  2.12964  -2.89229  2.26237  0.248
H  1.48827  -2.46202  0.68312  -0.075
H  1.52023  -4.13968  1.17096  0.303



Entry from OMol25: a molecular structure, C35H43Br4ClGdO2PSe2Si2 in a non-equilibrium geometry (the ωB97M-V functional and the def2-TZVPD basis).

E_HOMO (spin up / spin down) = -6.97 / -6.95 eV
DFT total energy = -510352.66320 eV
Kohn-Sham gap (spin up / spin down) = 0.256 / 0.230 Eh
Net charge = 0
Spin multiplicity = 8
LUMO level (spin up / spin down) = 0.0 / -0.7 eV
F_max = 3.54 eV/A
Energy above the lowest of the compared OMol25 structures with the same formula, charge and spin = 25.8 kJ/mol

Last column: Mulliken spin population.
Geometry (Å):
Gd  -0.36682  -0.30899  -0.73397  6.526
Cl  -1.09837  -1.42762  2.40470  -0.003
C  0.01894  -0.78695  3.64741  -0.001
C  -0.27109  -1.17406  4.98085  -0.001
C  0.47934  -0.67167  5.99832  0.000
C  1.52795  0.21472  5.59400  0.000
C  1.86243  0.46307  4.28033  0.001
C  1.01237  0.09039  3.24792  -0.003
P  1.10738  0.98764  1.62217  0.039
C  2.87090  1.13281  1.26103  0.001
C  3.85577  0.23450  1.66842  -0.001
C  5.17642  0.37815  1.29315  0.000
C  5.57054  1.41233  0.48443  0.000
C  4.60328  2.33750  0.15197  0.000
C  3.25858  2.23334  0.50523  -0.002
C  0.55304  2.66729  2.12069  0.003
C  1.38864  3.70916  2.46367  0.001
C  0.96571  4.95575  2.71758  0.000
C  -0.45495  5.14788  2.80545  0.000
C  -1.32545  4.06060  2.54512  0.001
C  -0.82819  2.85721  2.19807  0.000
H  -1.05030  -1.91993  5.00671  0.000
H  0.42795  -0.80287  7.09410  0.000
H  2.11337  0.69987  6.41070  0.000
H  2.74831  1.07335  3.99473  0.000
H  3.48613  -0.52991  2.33767  0.000
H  5.86290  -0.36099  1.65055  0.000
H  6.47886  1.60892  -0.04810  0.000
H  4.87401  3.18492  -0.49142  0.000
H  2.53426  2.96568  0.20318  0.000
H  2.43337  3.50186  2.53857  0.000
H  1.65691  5.78254  2.88069  0.000
H  -0.80852  6.18828  2.90338  0.000
H  -2.38423  4.19645  2.58838  0.000
H  -1.51304  1.96740  1.95090  -0.002
Br  -3.75886  6.05988  -0.66145  0.000
C  -3.29509  4.26457  -0.41553  0.000
C  -4.17829  3.42322  0.29573  0.000
Br  -5.69498  4.12990  1.21285  0.000
C  -3.97144  2.04974  0.27669  0.000
Br  -4.99960  0.99691  1.41334  0.000
C  -2.77108  1.56145  -0.20965  -0.001
O  -2.46156  0.22930  -0.24073  0.044
C  -1.82706  2.42636  -0.81365  0.013
O  -0.74534  1.82149  -1.27345  0.055
C  -2.09856  3.80813  -0.85837  -0.002
Br  -0.77176  4.82581  -1.76526  0.000
C  3.77032  0.17414  -2.30298  -0.001
Se  2.01504  -0.17132  -2.96567  -0.012
C  1.61080  1.64806  -3.55615  -0.003
C  0.41642  1.67728  -4.39229  -0.002
Se  -1.06251  0.52464  -3.81367  -0.003
C  -0.54995  -0.88230  -4.97119  0.000
H  3.69788  1.14362  -1.74920  0.000
H  4.48811  0.16756  -3.15288  -0.001
H  4.04513  -0.63711  -1.66431  0.000
H  2.48267  1.98187  -4.09146  -0.001
H  1.41898  2.23353  -2.67119  0.000
H  0.64543  1.22690  -5.33981  0.000
H  0.07643  2.66583  -4.63072  0.000
H  -0.84740  -0.75392  -6.08343  0.000
H  -1.11165  -1.76681  -4.64342  0.000
H  0.46182  -1.17229  -4.81724  0.000
C  -0.52705  -4.68712  0.83850  0.000
Si  0.11569  -3.74909  -0.62199  0.020
C  0.61871  -5.04410  -1.94248  0.014
C  1.59272  -2.83233  -0.00386  0.002
C  -1.05328  -2.55481  -1.36331  0.296
Si  -2.90233  -2.79811  -1.40128  0.014
C  -3.83839  -1.72606  -2.56114  0.002
C  -3.27186  -4.57299  -2.00386  0.017
C  -3.64338  -2.74748  0.34783  0.000
H  0.28666  -5.25591  1.37342  0.000
H  -1.29244  -5.43638  0.60464  0.000
H  -0.99827  -4.03705  1.60022  0.000
H  1.71270  -5.10262  -1.97520  0.001
H  0.23597  -4.73442  -2.93453  -0.002
H  0.26404  -6.11139  -1.83805  0.001
H  2.43190  -3.57380  0.28376  -0.003
H  1.36851  -2.30983  0.91219  -0.001
H  2.05720  -2.07648  -0.60661  0.003
H  -0.66210  -2.26810  -2.36377  -0.016
H  -3.49493  -1.95853  -3.56003  0.000
H  -3.93207  -0.73285  -2.22548  -0.001
H  -4.89809  -2.22289  -2.49608  0.000
H  -3.52326  -4.42440  -3.09999  0.001
H  -4.23198  -4.91487  -1.54441  0.001
H  -2.60262  -5.44798  -1.97924  0.000
H  -3.49210  -1.80615  0.89923  0.001
H  -3.32249  -3.62609  0.96859  0.000
H  -4.74774  -2.97325  0.30137  0.000



Entry from OMol25: a molecular structure, C35H43Cl5F5N4O3V in a non-equilibrium geometry (the ωB97M-V functional and the def2-TZVPD basis).

E_HOMO (spin up / spin down) = -3.60 / -3.02 eV
DFT total energy = -150986.65781 eV
Kohn-Sham gap (spin up / spin down) = 0.217 / 0.196 Eh
Net charge = -1
Spin multiplicity = 2
LUMO level (spin up / spin down) = 2.3 / 2.3 eV
F_max = 1.03 eV/A
Energy above the lowest of the compared OMol25 structures with the same formula, charge and spin = 0.0 kJ/mol

Last column: Mulliken spin population.
Geometry (Å):
V  -0.66210  -0.60773  0.24251  0.939
C  -2.05648  -0.31661  1.99522  0.014
C  -0.84877  -0.03925  2.70944  -0.051
C  -0.07188  -1.23497  2.68834  0.062
C  -0.81540  -2.19522  1.92128  -0.059
C  -2.09028  -1.67014  1.56859  -0.085
C  -3.35021  -2.51840  1.43239  0.035
C  -3.06097  -3.88449  0.80984  0.006
C  -3.85743  -2.74859  2.86788  -0.003
C  -4.46806  -1.84527  0.64099  0.004
C  1.13018  -1.71377  3.52661  0.013
C  0.78061  -1.55457  5.01598  0.001
C  1.35216  -3.22139  3.31234  0.000
C  2.48570  -1.06243  3.24380  -0.001
C  -0.71212  1.33022  3.38556  0.018
C  -1.52046  1.30713  4.69480  -0.001
C  -1.32210  2.41463  2.47831  -0.013
C  0.71748  1.78172  3.68512  -0.001
H  -2.88880  0.36688  1.91633  0.007
H  -0.53367  -3.22364  1.77940  -0.014
H  -2.36987  -4.46686  1.42308  0.000
H  -2.63199  -3.78464  -0.18556  -0.002
H  -3.99080  -4.45447  0.72271  0.000
H  -3.06931  -3.18590  3.48531  0.000
H  -4.71869  -3.42484  2.86872  0.000
H  -4.15744  -1.80356  3.32627  0.001
H  -4.24100  -1.81442  -0.42222  -0.002
H  -4.64660  -0.82339  0.98014  0.000
H  -5.39667  -2.40997  0.76963  0.000
H  -0.18314  -2.02203  5.23231  0.000
H  0.72129  -0.51298  5.32002  0.000
H  1.54587  -2.03930  5.63036  0.000
H  0.47610  -3.80844  3.59147  0.000
H  2.19121  -3.54616  3.93278  0.000
H  1.59945  -3.44638  2.27209  -0.001
H  2.47717  0.01725  3.32078  0.000
H  2.82281  -1.29985  2.23415  0.000
H  3.22191  -1.46030  3.95042  0.000
H  -2.54930  0.99560  4.50144  0.001
H  -1.54156  2.30659  5.14106  0.000
H  -1.09316  0.61737  5.42434  -0.001
H  -2.40746  2.32486  2.40808  -0.001
H  -0.91170  2.36645  1.46994  0.011
H  -1.10261  3.40092  2.89658  0.000
H  1.22478  1.13929  4.40052  0.000
H  0.68286  2.78376  4.12314  0.000
H  1.31699  1.82478  2.77624  -0.001
N  1.42751  -0.84570  -0.73069  0.001
C  2.31094  0.23002  -1.20269  -0.009
C  3.58095  -0.36947  -1.83206  -0.001
C  4.49997  0.54205  -2.64598  0.000
C  3.80108  1.39550  -3.70460  0.000
N  3.29678  2.61609  -3.10485  0.000
C  2.85304  3.55154  -3.85985  0.000
N  2.54442  4.77730  -3.31556  0.000
N  2.76303  3.46859  -5.23003  0.000
C  2.64026  1.20317  -0.08506  0.007
O  3.08156  2.40232  -0.45349  0.000
O  2.55895  0.89642  1.07465  0.002
H  1.91103  -1.40343  -0.02940  0.003
H  1.25175  -1.46196  -1.51589  0.001
H  1.77648  0.77482  -1.97658  0.002
H  3.23372  -1.16901  -2.49551  0.000
H  4.15954  -0.86250  -1.04328  0.000
H  5.23020  -0.10371  -3.14026  0.000
H  5.07244  1.21067  -1.99866  0.000
H  2.99865  0.80702  -4.17945  0.000
H  4.52474  1.63902  -4.49356  0.000
H  3.12835  2.50692  -1.45139  0.000
H  2.47254  4.76031  -2.30938  0.000
H  1.81174  5.30616  -3.76099  0.000
H  2.64928  2.53584  -5.59335  0.000
H  2.16903  4.14419  -5.68348  0.000
Cl  -3.27378  0.49309  -1.51398  0.003
C  -2.54946  -0.97998  -2.13889  0.016
C  -1.48577  -1.56135  -1.43035  -0.026
C  -1.07601  -2.77728  -1.98913  0.041
Cl  0.21291  -3.69166  -1.19952  0.000
C  -1.61110  -3.35457  -3.14012  -0.007
Cl  -1.02644  -4.86310  -3.75756  -0.001
C  -2.63209  -2.69942  -3.81690  0.010
Cl  -3.30491  -3.36705  -5.26140  0.001
C  -3.10822  -1.49632  -3.30128  -0.011
Cl  -4.38713  -0.67406  -4.12683  -0.001
F  -0.43380  4.39031  -5.16157  0.000
C  -0.47452  3.59625  -4.06476  0.001
C  -0.29282  2.23471  -4.16660  0.000
F  -0.12753  1.67626  -5.37757  0.000
C  -0.24632  1.43793  -3.03778  0.009
F  -0.01926  0.12571  -3.24606  0.004
C  -0.40429  1.94245  -1.72449  0.008
O  -0.45508  1.25433  -0.64660  0.066
C  -0.55295  3.35193  -1.67938  0.002
F  -0.68962  3.94133  -0.48381  0.000
C  -0.59063  4.14736  -2.80134  0.001
F  -0.69572  5.48344  -2.68124  0.000